# C3H5NO2

C3H5NO2 in the gas phase (the ωB97M-V functional and the def2-TZVPD basis, OMol25).

Structure (XYZ):
```
11
Properties=species:S:1:pos:R:3:forces:R:3:lowdin_charge:R:1
O 2.3232 -0.8151 -1.8771 -0.5 0.2 0.3 0.11
O 0.6032 0.3414 -1.0168 -0.2 -0.1 -0.1 0.07
N -0.7983 1.5649 0.3214 0.1 0.0 0.1 0.14
C 1.4655 -0.7258 -1.0537 0.4 -0.2 -0.3 -0.30
C -0.3038 0.3331 0.0175 -0.2 -0.2 0.3 -0.48
C -0.7734 -0.7512 0.6640 0.2 -0.2 0.0 0.01
H -0.9049 -1.7189 0.2064 0.5 -0.1 0.1 0.06
H -0.2557 2.4160 0.3398 0.1 -0.2 0.1 0.11
H -1.5748 1.4397 0.9508 0.1 0.7 0.0 0.10
H -1.0313 -0.6294 1.7078 -0.6 0.0 -0.2 0.06
H 1.2501 -1.4547 -0.2600 0.2 0.1 0.0 0.13
```
Positions in Å, forces in eV/Å.

Values from the calculation:
highest occupied orbital energy	-0.3180	Eh
structure (SMILES)	C=C(N)OC=O
ΔE to the lowest compared entry with this formula, charge and spin	38.9	kcal/mol
DFT total energy	-8776.010	eV
2S+1	1